# 1
Molecular formula: C2H2F2S2
Method: DFT, ωB97M-V with the def2-TZVPD basis set

Geometry as XYZ:
```
8
Properties=species:S:1:pos:R:3:lowdin_charge:R:1
C -0.5996 0.0899 -0.0455 -1.119
C 0.6829 -0.7769 -0.0612 -0.475
H -1.2744 2.2282 0.1382 -0.124
H 0.4837 -1.7682 -0.3730 0.125
F 1.2058 -0.6719 1.1920 0.038
F 1.6335 -0.2731 -0.9467 -0.001
S -0.0513 1.7436 0.1304 0.849
S -2.0806 -0.5716 -0.0341 0.707
```

The total charge is 0. For the LUMO energy, the calculation gives -0.85 eV. The value obtained for the HOMO-LUMO gap is 8.61 eV. As for the strongest force on any atom: 1.6 eV/A. The value obtained for the relative energy (zero: lowest compared OMol25 entry of this formula, charge and spin) is 3.01 kcal/mol. As for the total energy: -29211.1194 eV. As for the SMILES: FC(F)C(=S)S. The value obtained for the HOMO energy is -9.46 eV.

=====

# 2
Molecular formula: C33H22BrF5N3O5STi
Method: DFT, ωB97M-V with the def2-TZVPD basis set

Geometry as XYZ:
```
71
Properties=species:S:1:pos:R:3:lowdin_charge:R:1
Ti -0.2991 -0.8488 -0.2860 1.131
Br -6.3313 -4.8278 -1.6767 0.622
C -4.6052 -4.0017 -1.5761 -0.706
C -3.4731 -4.7855 -1.7454 -0.159
C -2.2278 -4.1709 -1.6775 -0.010
C -2.1048 -2.8075 -1.4339 -0.303
O -0.8971 -2.2670 -1.3574 -0.172
C -3.2765 -2.0018 -1.3070 -0.146
C -3.1948 -0.5767 -1.2906 -0.076
N -1.9982 0.0225 -1.3365 -0.021
C -1.7768 1.2139 -1.9274 -0.229
C -2.7103 2.1851 -2.2983 -0.029
C -2.3016 3.3050 -3.0353 -0.117
C -1.0081 3.4810 -3.4599 -0.084
C -0.0324 2.4977 -3.1308 -0.177
C 1.3077 2.5428 -3.5494 -0.032
C 2.1710 1.5349 -3.2013 -0.057
C 1.7098 0.4886 -2.3954 -0.098
N 0.4649 0.4280 -1.9608 0.065
C -0.4113 1.3967 -2.3352 -0.163
C -4.5264 -2.6431 -1.3653 -0.101
H -3.5599 -5.8497 -1.9165 0.083
H -1.3173 -4.7461 -1.7855 0.115
H -4.1137 -0.0049 -1.3934 0.108
H -3.7435 2.0828 -1.9975 0.089
H -3.0428 4.0570 -3.2863 0.091
H -0.7175 4.3455 -4.0439 0.088
H 1.6477 3.3833 -4.1455 0.107
H 3.2053 1.5413 -3.5185 0.095
H 2.3655 -0.3016 -2.0638 0.105
H -5.4276 -2.0523 -1.2578 0.098
O -0.0323 -2.2904 1.1789 -0.204
N -0.9873 -1.6767 1.9160 -0.659
O -1.4477 -2.2211 2.8982 -0.028
O -1.7905 -1.0636 1.0220 -0.226
C 2.1311 2.7155 2.3691 -0.073
C 1.1437 3.2890 1.3482 -0.499
C 1.9834 3.9511 0.2480 -0.074
C 0.2838 2.2267 0.6524 -0.185
C 0.2139 4.2920 2.0267 -0.155
C -0.0136 5.5769 1.5439 -0.043
C -0.8993 6.4436 2.1787 -0.114
C -1.5804 6.0394 3.3133 -0.129
C -1.3765 4.7504 3.7989 -0.093
C -0.4977 3.8917 3.1642 -0.023
H 2.7938 2.0035 1.8735 0.086
H 1.6452 2.1731 3.1739 0.019
H 2.7265 3.5278 2.8012 0.082
H 2.6744 3.2088 -0.1539 0.082
H 2.5625 4.7966 0.6346 0.078
H 1.3645 4.3005 -0.5819 0.071
H -0.0429 2.5867 -0.3215 0.077
H 0.5017 5.9153 0.6544 0.093
H -1.0558 7.4380 1.7751 0.087
H -2.2701 6.7117 3.8107 0.084
H -1.9176 4.4063 4.6725 0.094
H -0.3858 2.8750 3.5228 0.083
F 4.6457 -5.4088 1.1652 0.075
C 3.9492 -4.2892 0.8760 -0.159
C 3.2284 -4.1866 -0.2975 -0.150
F 3.2282 -5.2155 -1.1664 0.087
C 2.5274 -3.0324 -0.5894 -0.143
F 1.8822 -2.9783 -1.7670 0.091
C 2.4734 -1.9241 0.2720 -0.289
O 1.7816 -0.8553 0.0089 -0.174
C 3.2493 -2.0593 1.4370 -0.137
F 3.3311 -1.0406 2.2996 0.094
C 3.9573 -3.2070 1.7366 -0.149
F 4.6736 -3.2747 2.8738 0.089
S 0.1417 0.2052 2.5357 0.785
C -0.0936 0.9912 1.0130 -0.569
```

The total charge is -2. For the LUMO energy (spin up / spin down), the calculation gives 3.99 / 3.99 eV. As for the multiplicity: 2. The value obtained for the HOMO-LUMO gap (spin up / spin down) is 4.41 / 5.41 eV. As for the strongest force on any atom: 1.1 eV/A. The value obtained for the relative energy (zero: lowest compared OMol25 entry of this formula, charge and spin) is 53.63 kcal/mol. As for the total energy: -166865.0085 eV. The value obtained for the HOMO energy (spin up / spin down) is -0.42 / -1.42 eV.

=====

# 3
Molecular formula: C9H21N5O
Method: DFT, ωB97M-V with the def2-TZVPD basis set

Geometry as XYZ:
```
36
Properties=species:S:1:pos:R:3:lowdin_charge:R:1
C 0.4512 -0.7463 2.0444 -0.202
C 2.3727 -0.3132 0.6157 -0.321
C 0.1315 -0.8365 -0.1596 -0.423
C 5.7047 0.7784 -0.4436 -0.039
C -4.3166 1.3605 -1.0429 -0.001
C -4.5189 0.8044 1.3376 -0.003
C -1.2244 -2.3018 -1.5455 0.019
C 4.3572 0.0629 -0.8351 -0.159
C -3.6589 0.7742 0.1492 -0.278
N 1.7957 -0.2572 1.8204 0.125
N 1.4839 -0.5223 -0.3912 0.242
N -0.3405 -0.9852 0.9624 0.132
N -2.4095 0.3531 0.0045 0.267
N 3.6242 -0.0636 0.4526 0.115
O -0.4558 -1.1006 -1.3185 -0.057
H 0.5182 -1.6767 2.7296 0.174
H 6.2077 1.2287 -1.2541 0.068
H 5.2368 1.6174 0.0821 0.081
H 6.3874 0.1514 0.2211 0.117
H -3.7953 0.9254 -1.8848 0.084
H -5.4258 1.2540 -1.0969 0.120
H -4.2486 2.5330 -1.0752 0.171
H -4.4512 -0.2400 1.7211 0.118
H -5.5903 1.1975 1.2275 0.131
H -4.1146 1.5947 2.1448 0.170
H -1.2614 -2.9136 -0.6820 0.085
H -0.8059 -2.8052 -2.3446 0.080
H -2.3810 -1.9809 -1.6311 0.146
H 4.5561 -0.8435 -1.2702 0.091
H 3.8249 0.7298 -1.4898 0.125
H 0.0187 0.0343 2.6606 0.134
H 2.4393 -0.2357 2.6928 0.222
H 1.8581 -0.9725 -1.1786 0.154
H -2.1604 -0.2187 0.6312 0.002
H -2.0718 0.1120 -0.9364 0.129
H 4.2469 -0.0588 1.2783 0.182
```

The total charge is +2. For the LUMO energy, the calculation gives -6.85 eV. The value obtained for the HOMO-LUMO gap is 9.62 eV. As for the strongest force on any atom: 9.1 eV/A. The value obtained for the relative energy (zero: lowest compared OMol25 entry of this formula, charge and spin) is 0.00 kcal/mol. As for the total energy: -19154.3381 eV. The value obtained for the HOMO energy is -16.47 eV.